Computed, not measured: a molecular structure, C9H31B2NO3Sn, with ωB97M-V/def2-TZVPD.

Each line ends with the Mulliken charge.
Cartesian coordinates (Å):
Sn 1.009 -3.446 -0.238  1.2443
B -1.383 -5.156 -1.929  0.4798
H -1.734 -4.166 -1.682  -0.3545
H -2.125 -5.782 -2.402  -0.0852
H -0.616 -5.004 -2.673  -0.2123
H -0.903 -5.556 -1.050  -0.3463
B 2.798 -1.071 -1.344  1.0481
H 3.266 -1.553 -0.500  -0.1807
H 1.736 -1.104 -1.156  -1.1677
H 3.163 -0.065 -1.485  -0.2171
H 2.931 -1.652 -2.243  -0.1417
C -0.232 4.360 2.081  -0.8890
O -0.676 3.941 0.799  -0.3546
C 0.414 3.657 -0.011  -0.2959
C -0.269 3.413 -1.384  -0.8181
N -1.113 2.259 -1.399  0.0961
C -0.297 0.980 -1.653  0.1317
C -1.236 -0.118 -1.360  -1.1538
O -0.671 -1.423 -1.570  -0.0715
C -0.764 -1.735 -2.898  -0.7519
H -1.007 4.185 2.828  0.3049
H -0.133 5.442 2.174  0.3607
H 0.689 3.938 2.484  0.3434
H 0.927 2.732 0.251  0.3084
H 1.077 4.522 -0.019  0.5100
H 0.435 3.341 -2.213  0.4130
H -0.833 4.278 -1.732  0.3624
H -1.422 2.195 -0.439  0.4369
H 0.436 0.983 -0.846  0.0793
H 0.306 1.003 -2.561  0.3330
H -2.161 0.025 -1.920  0.3861
H -1.567 -0.019 -0.326  0.3701
H -0.363 -2.733 -3.078  0.2333
H -0.196 -1.000 -3.468  0.2977
H -1.776 -1.859 -3.283  0.3020
C -0.944 -1.438 3.111  -1.5389
C 0.004 -0.360 2.551  0.8683
C 1.068 -0.041 3.590  -1.4572
O 0.767 -1.091 1.578  -0.3532
H -1.290 -1.166 4.108  0.4237
H -0.305 -2.302 3.297  0.3547
H -1.908 -1.582 2.622  0.3376
H -0.588 0.490 2.212  0.0531
H 1.723 -0.831 3.959  0.3393
H 0.619 0.151 4.565  0.4573
H 1.741 0.780 3.342  0.3582
H 1.403 -0.424 1.309  0.1561

Calculated values
Max |F| in Eh/bohr: 0.100
Charge: +1
LUMO energy (spin up / spin down) in eV: -5.28 / -8.39
2S+1: 2
E_HOMO (spin up / spin down) in eV: -11.683 / -11.683

Computed, not measured: 7 unconnected molecules or ions with the total composition C9H31BrN11O6, with ωB97M-V/def2-TZVPD.

Each line ends with the Mulliken charge.
Cartesian coordinates (Å):
Br 0.029 -0.655 0.675  -0.9215
C -0.370 1.032 -3.303  -1.1092
C -1.881 1.171 -3.110  0.4864
C -2.616 -0.179 -3.235  -0.5475
O -2.541 -0.840 -4.484  -0.3325
C -3.237 -0.161 -5.555  -0.7405
N -1.986 1.728 -1.762  -0.5832
H -0.041 0.914 -4.335  0.3876
H 0.036 0.131 -2.844  0.0642
H 0.116 1.873 -2.810  0.3660
H -2.191 1.829 -3.922  0.1696
H -3.637 -0.003 -2.896  0.4043
H -2.137 -0.829 -2.502  0.2286
H -4.309 -0.356 -5.597  0.3025
H -2.675 -0.369 -6.465  0.2686
H -3.222 0.922 -5.435  0.3023
H -2.957 1.624 -1.503  0.1984
H -1.495 1.267 -1.010  0.1979
C 3.726 -0.011 2.928  0.6854
O 3.161 1.073 2.917  -0.6348
N 3.380 -1.034 2.205  -0.2106
N 4.614 -0.252 3.819  -0.4233
H 2.503 -1.009 1.706  0.0646
H 3.858 -1.902 2.403  0.1367
H 5.134 -1.116 3.761  0.1267
H 4.870 0.479 4.466  0.2450
C 3.336 -0.809 -2.167  0.7022
O 4.320 -0.911 -2.882  -0.7705
N 3.448 -0.078 -1.080  -0.2069
N 2.233 -1.381 -2.330  -0.1848
H 4.286 0.434 -0.845  0.1471
H 2.684 -0.076 -0.420  0.0097
H 1.480 -1.286 -1.664  -0.0452
H 2.219 -2.058 -3.079  0.1730
C 0.469 3.575 1.519  0.6064
O 1.135 3.413 2.544  -0.6383
N 0.567 4.656 0.831  -0.4702
N -0.443 2.770 1.137  -0.1662
H 1.370 5.185 1.141  0.2625
H 0.298 4.755 -0.137  0.2078
H -0.847 2.825 0.213  0.2640
H -0.487 1.849 1.549  0.0188
C -2.312 -4.049 0.915  0.6158
O -2.963 -5.028 0.979  -0.6962
N -2.461 -2.923 1.589  -0.1327
N -1.288 -3.897 0.141  -0.2203
H -3.243 -2.623 2.154  0.1906
H -1.810 -2.237 1.236  -0.0773
H -0.841 -4.726 -0.223  0.2014
H -0.769 -3.037 0.251  0.0741
C -0.951 0.142 4.828  0.5758
O -1.209 0.241 5.965  -0.7048
N -0.048 0.823 4.235  -0.0845
N -1.606 -0.702 4.028  -0.2780
H 0.585 1.436 4.728  0.1205
H 0.115 0.713 3.244  -0.0843
H -1.204 -0.871 3.117  0.2595
H -2.196 -1.448 4.369  0.1989

Calculated values
Max |F| in Eh/bohr: 0.129
Charge: -1
LUMO energy in eV: 2.56
ΔE to the lowest compared entry with this formula, charge and spin in kcal per mole: 69.4
E_HOMO in eV: -6.752

Computed, not measured: 6 unconnected molecules or ions with the total composition C9H31O6, with ωB97M-V/def2-TZVPD.

Each line ends with the Mulliken charge.
Cartesian coordinates (Å):
O 1.505 0.455 -0.582  -0.3032
H 1.058 -0.050 -1.332  0.4584
H 1.010 0.390 0.303  0.3620
H 1.527 1.448 -0.812  0.4702
O 1.841 2.976 -1.366  -0.6046
H 1.516 3.794 -0.967  0.2818
H 2.202 3.236 -2.224  0.2873
O 0.616 -0.847 -2.728  -0.6536
H 0.130 -1.555 -3.169  0.2843
H 1.117 -0.413 -3.433  0.2975
C -0.517 -4.503 -0.315  -1.3554
C 0.978 -4.322 -0.059  0.6248
C 1.797 -3.924 -1.277  -1.0199
O 1.173 -3.312 0.933  -0.4936
H -0.731 -5.240 -1.089  0.3863
H -0.988 -3.567 -0.632  0.2387
H -0.982 -4.811 0.624  0.3864
H 1.298 -5.304 0.305  0.2218
H 1.331 -4.304 -2.192  0.3099
H 2.752 -4.447 -1.232  0.3120
H 1.893 -2.849 -1.396  0.1539
H 0.703 -3.596 1.725  0.2756
C -2.334 2.020 -2.589  -1.1661
C -1.781 2.702 -1.335  0.5466
C -2.860 3.460 -0.582  -1.4615
O -1.142 1.729 -0.504  -0.2769
H -1.624 1.261 -2.934  0.2113
H -2.512 2.709 -3.413  0.3963
H -3.216 1.399 -2.403  0.3169
H -1.005 3.397 -1.666  0.1453
H -3.599 2.752 -0.189  0.3890
H -3.360 4.146 -1.266  0.3973
H -2.534 4.013 0.300  0.3502
H -1.818 1.274 0.010  0.2231
C -0.416 0.797 3.926  -1.4196
C 0.429 1.070 2.689  0.8325
C 1.925 0.967 3.027  -1.3803
O 0.184 0.109 1.651  -0.5155
H -1.408 1.258 3.841  0.3872
H 0.034 1.347 4.753  0.3957
H -0.603 -0.240 4.194  0.3284
H 0.271 2.098 2.351  0.1035
H 2.574 1.189 2.179  0.3782
H 2.189 -0.066 3.277  0.3052
H 2.103 1.559 3.922  0.3985
H -0.725 -0.205 1.680  0.1941

Calculated values
Max |F| in Eh/bohr: 0.029
Charge: +1
LUMO energy in eV: -2.76
ΔE to the lowest compared entry with this formula, charge and spin in kcal per mole: 12.1
E_HOMO in eV: -12.545

Computed, not measured: 9 unconnected molecules or ions with the total composition C9H32N16O11, with ωB97M-V/def2-TZVPD.

Each line ends with the Mulliken charge.
Cartesian coordinates (Å):
C 0.327 0.158 -0.296  -0.7559
O -0.137 0.338 -1.479  -1.1107
O -0.500 -0.060 0.698  -0.3280
O 1.565 0.364 -0.036  1.2777
C -2.206 2.898 -2.351  0.4485
O -3.144 3.693 -2.462  -0.7199
N -2.312 1.586 -2.734  -0.4005
N -0.967 3.276 -1.889  -0.4695
H -1.525 1.017 -2.401  0.4907
H -3.235 1.219 -2.849  0.1935
H -0.347 2.537 -1.577  0.2814
H -1.129 4.068 -1.282  0.2630
C -1.511 1.775 3.525  0.4090
O -1.920 2.291 4.564  -0.7378
N -0.920 0.546 3.488  -0.2865
N -1.586 2.363 2.293  -0.2127
H -0.680 0.112 4.358  0.1971
H -0.858 0.073 2.603  0.2849
H -1.396 1.793 1.481  0.0735
H -2.179 3.170 2.229  0.2128
C -4.317 -1.275 1.308  0.5086
O -5.401 -1.702 1.707  -0.7294
N -3.132 -1.935 1.476  -0.0606
N -4.255 -0.235 0.426  -0.2427
H -3.012 -2.811 1.942  0.1715
H -2.314 -1.528 1.042  -0.1859
H -3.363 0.176 0.208  0.2269
H -5.159 0.151 0.228  0.1796
C 2.189 2.466 2.271  0.2309
O 2.481 3.311 3.120  -0.7731
N 2.287 2.757 0.934  0.1071
N 1.800 1.185 2.559  -0.2604
H 2.492 3.661 0.561  0.1949
H 2.225 2.004 0.263  -0.4540
H 1.452 1.171 3.501  0.3279
H 1.320 0.802 1.750  0.2661
C -2.646 -2.954 -1.937  0.4588
O -3.510 -3.625 -2.492  -0.7285
N -1.554 -3.501 -1.307  -0.2880
N -2.696 -1.605 -1.814  0.1718
H -1.387 -4.478 -1.460  0.2042
H -1.127 -3.038 -0.525  0.2124
H -1.936 -1.040 -1.451  -0.2346
H -3.384 -1.120 -2.358  0.1155
C 4.325 2.198 -0.820  0.3923
O 5.247 2.927 -1.199  -0.7487
N 4.482 1.233 0.140  -0.1102
N 3.115 2.186 -1.450  -0.2992
H 5.343 0.921 0.535  0.1944
H 3.644 0.682 0.280  0.0843
H 3.248 2.644 -2.336  0.2508
H 2.391 1.515 -1.192  0.3232
C 1.776 -2.277 -3.259  0.3895
O 2.252 -3.167 -3.969  -0.7322
N 2.507 -1.170 -2.909  -0.4227
N 0.426 -2.150 -3.049  -0.2940
H 3.510 -1.235 -2.861  0.2510
H 2.185 -0.619 -2.116  0.2690
H 0.167 -1.420 -2.398  0.2334
H -0.044 -3.030 -3.140  0.2039
C 1.747 -2.863 1.949  0.3577
O 2.077 -3.946 2.452  -0.7745
N 2.652 -2.016 1.417  -0.1459
N 0.453 -2.453 1.890  -0.0768
H 3.627 -2.247 1.428  0.1762
H 2.394 -1.227 0.835  -0.0909
H 0.232 -1.565 1.437  -0.1775
H -0.148 -2.975 2.500  0.2176

Calculated values
Max |F| in Eh/bohr: 0.045
Charge: -2
LUMO energy in eV: 4.46
ΔE to the lowest compared entry with this formula, charge and spin in kcal per mole: 39.4
E_HOMO in eV: -4.597

The evaluated electronic energy for the records listed, in turn: -905.22740; -3989.53017; -812.69949; -2066.39847 Ha.